The following is a quantum chemistry calculation of a structure of composition C23H44N2O7P2Sr at a distorted geometry, from the Open Molecules 2025 dataset.

```
79
Properties=species:S:1:pos:R:3
Sr 0.04940 0.45230 -0.20420
C -0.76670 -0.01280 2.52150
C 0.22690 -1.03050 2.86820
C 1.30100 -0.36800 3.47660
C 0.95520 1.00520 3.59190
C -0.28650 1.24600 3.05870
C -1.13600 2.48390 3.25060
C -0.27110 3.74170 3.13890
C -2.24890 2.56810 2.20310
C -1.78100 2.42710 4.64800
C 2.74530 -0.79740 3.70590
C 3.56370 0.34050 4.33400
C 2.91590 -1.99890 4.64270
C 3.37090 -1.06610 2.32600
C -0.19390 -2.50020 2.81200
C -1.51800 -2.67180 2.04630
C 0.81560 -3.38470 2.07270
C -0.45200 -3.01580 4.24010
H -1.81860 -0.24210 2.65870
H 1.58560 1.76770 4.00960
H 0.21280 3.74690 2.16300
H 0.48890 3.75560 3.91440
H -0.88540 4.63410 3.24740
H -1.80460 2.58610 1.20500
H -2.82910 3.47510 2.36330
H -2.91750 1.71260 2.27340
H -1.01330 2.42720 5.41570
H -2.36660 1.51770 4.74940
H -2.43260 3.28500 4.80230
H 3.11090 0.67470 5.26200
H 3.63900 1.17590 3.64580
H 4.57030 -0.01240 4.55410
H 2.51010 -1.75530 5.62150
H 3.97280 -2.23440 4.75650
H 2.41680 -2.88430 4.27320
H 3.02490 -0.29560 1.62660
H 3.08500 -2.03480 1.93370
H 4.45670 -1.03310 2.39760
H -1.45850 -2.14840 1.08720
H -2.35480 -2.28270 2.61750
H -1.69330 -3.73660 1.89560
H 1.01480 -2.92470 1.10280
H 0.40940 -4.38800 1.93800
H 1.74290 -3.47910 2.62110
H -1.20100 -2.38860 4.71570
H 0.44180 -2.97150 4.84730
H -0.81430 -4.04290 4.21370
O 2.48410 -0.34200 -3.53070
P 1.49520 0.21180 -2.37110
O 2.23640 0.91830 -1.30510
O 0.67440 -0.94990 -1.91670
O 0.58640 1.21510 -3.27640
P -0.56000 1.85800 -2.28660
O -1.28090 2.82850 -3.35430
O 0.05700 2.61070 -1.16870
O -1.51760 0.79560 -1.86930
H 3.21140 0.26650 -3.62320
H -0.66660 3.52640 -3.56720
C -1.01070 -4.42240 -2.81370
C -0.93530 -3.48550 -1.58060
N -2.01480 -2.52830 -1.63380
C -1.94070 -1.79110 -2.87350
C -2.26110 -2.73240 -4.05500
N -2.28410 -4.12220 -3.52080
C -3.42820 -4.28100 -2.58870
C -3.29450 -3.17360 -1.50770
H -1.01200 -5.47700 -2.52850
H -0.18560 -4.24750 -3.50580
H -0.00620 -2.91590 -1.57480
H -0.99580 -4.05110 -0.65110
H -0.93430 -1.37640 -2.94460
H -2.61690 -0.94180 -2.82700
H -1.49940 -2.66720 -4.83280
H -3.23720 -2.52820 -4.50510
H -2.39280 -4.77610 -4.29880
H -3.37440 -5.28040 -2.15440
H -4.35900 -4.19220 -3.15120
H -3.38170 -3.59590 -0.50550
H -4.07240 -2.41920 -1.62870
```

Calculated values
LUMO energy in eV: -0.94
HOMO level in eV: -5.9
Strongest force on any atom in eV/Å: 7.221
Relative energy (zero: lowest compared OMol25 entry of this formula, charge and spin) in eV: 2.068